Density functional theory data (ωB97M-V/def2-TZVPD) for a 7-piece molecular cluster, C37H94N6O13 overall.

The calculation puts the energy relative to the best compared isomer or geometry (same formula, charge and spin) at 202.8 kJ/mol. The calculation puts the LUMO energy at 0.6 eV. The calculation puts the gap between HOMO and LUMO at 9.064 eV. As for the SMILES: COCCNCCOC.COCCNCCOC.COCCNCCOC.COCCNCCOC.COCCNCCOC.COCCNCCOC.CO.

Last column: Löwdin charge in e.
Atoms and positions in Å:
C  0.5102  0.6933  0.3461  -0.1505
O  0.4013  0.0961  -0.9597  -0.1377
H  -0.4106  0.4736  1.0315  0.0968
H  1.4186  0.2773  0.7887  0.0714
H  0.6944  1.7743  0.3734  0.0582
H  -0.0618  0.6534  -1.5874  0.0377
C  -2.3306  -1.1418  3.2427  -0.0871
O  -1.2575  -1.8845  3.8147  -0.2042
C  0.0038  -1.5927  3.2936  -0.2185
C  0.9375  -2.7116  3.8446  -0.2080
N  0.3840  -4.0051  3.5081  -0.0527
C  1.2205  -5.0377  4.1494  -0.1980
C  0.8894  -6.3907  3.5758  -0.1889
O  -0.4860  -6.6636  3.9266  -0.1861
C  -1.0824  -7.4521  2.9970  -0.1559
H  -2.1445  -1.1788  2.1429  0.0835
H  -2.3908  -0.0741  3.4442  0.0816
H  -3.2345  -1.6000  3.5265  0.0719
H  0.3010  -0.5785  3.5572  0.1109
H  -0.1152  -1.6796  2.1521  0.1168
H  1.0873  -2.6288  4.9144  0.1115
H  1.9205  -2.6503  3.3256  0.1214
H  -0.5865  -4.0948  3.8542  0.1245
H  1.0753  -5.0433  5.2350  0.1255
H  2.2356  -4.7875  3.9891  0.1020
H  1.5045  -7.2023  3.9469  0.1214
H  0.9152  -6.4151  2.4914  0.0962
H  -0.5357  -8.4168  2.9067  0.0938
H  -0.8654  -7.0457  1.9665  0.0700
H  -2.1345  -7.6168  3.2012  0.0933
C  -3.3638  -1.6766  -1.2387  -0.0862
O  -3.6776  -0.3156  -0.8142  -0.2458
C  -4.8654  -0.1854  0.0822  -0.1631
C  -5.7358  0.9650  -0.4016  -0.2366
N  -6.3193  0.6371  -1.6854  -0.0580
C  -6.9200  1.8190  -2.3178  -0.2570
C  -6.0655  2.5484  -3.2353  -0.2179
O  -5.6312  1.5892  -4.2513  -0.2243
C  -5.1112  2.1324  -5.4484  -0.1153
H  -2.5326  -1.5673  -1.9547  0.0839
H  -4.2356  -2.0721  -1.7845  0.0900
H  -3.1478  -2.3834  -0.4446  0.0720
H  -4.4093  -0.0444  1.0635  0.1060
H  -5.4492  -1.1204  0.0217  0.1230
H  -5.1722  1.8655  -0.4338  0.0869
H  -6.6160  1.1389  0.3319  0.1485
H  -5.6876  0.1705  -2.3661  0.1181
H  -7.2838  2.4821  -1.5142  0.1233
H  -7.8459  1.4504  -2.8347  0.1303
H  -5.1760  3.0226  -2.6654  0.1342
H  -6.6475  3.4036  -3.8316  0.1563
H  -4.1705  2.6595  -5.3440  0.0627
H  -5.8464  2.8922  -5.8255  0.0913
H  -5.1078  1.2862  -6.1316  0.0898
C  2.5389  1.4273  -3.3568  -0.1157
O  3.6005  1.9341  -2.5932  -0.1849
C  3.1860  1.8970  -1.2473  -0.2323
C  4.0269  2.9505  -0.5338  -0.2067
N  3.9637  2.8806  0.8824  -0.0573
C  5.1938  2.5961  1.6192  -0.1852
C  5.3268  1.1342  2.0893  -0.2821
O  5.9075  0.2700  1.2044  -0.2044
C  7.3807  0.3935  1.1383  -0.0479
H  2.4934  0.3336  -3.2170  0.1023
H  2.8473  1.6395  -4.4060  0.0928
H  1.6112  2.0000  -3.0811  0.0868
H  3.3681  0.8543  -0.8358  0.1487
H  2.1234  2.0767  -1.1942  0.0767
H  3.7547  3.9462  -0.8673  0.1233
H  4.9939  2.7666  -0.9336  0.1088
H  3.4401  3.6601  1.3050  0.1132
H  5.1437  3.1297  2.5803  0.1046
H  6.0788  2.8969  1.0551  0.1082
H  4.3312  0.7062  2.2674  0.1107
H  5.8952  0.9895  3.0671  0.1312
H  7.6450  -0.1978  0.2593  0.0893
H  7.7609  -0.0134  2.0485  0.0719
H  7.7231  1.4162  0.9606  0.0777
C  -0.5025  4.7003  4.1162  -0.1147
O  0.8333  4.3555  4.3594  -0.1795
C  1.2316  3.1946  3.7511  -0.2649
C  2.6394  2.7405  4.2046  -0.1718
N  2.6721  2.1418  5.5797  -0.0402
C  2.6368  3.0446  6.7433  -0.2027
C  2.6642  2.3370  8.1566  -0.1824
O  3.7739  1.4145  8.3204  -0.2061
C  5.0244  2.0955  8.3060  -0.1340
H  -0.6783  5.7898  4.1390  0.0892
H  -1.2736  4.2516  4.8106  0.1013
H  -0.7736  4.3189  3.1075  0.0847
H  1.3703  3.3084  2.6465  0.1124
H  0.4999  2.3609  3.8285  0.1277
H  3.2396  3.6321  4.1472  0.1087
H  2.9068  1.9664  3.5595  0.0733
H  3.5095  1.5707  5.5957  0.0932
H  1.8288  3.7380  6.6355  0.0956
H  3.5115  3.7292  6.7151  0.1050
H  1.7104  1.7677  8.2810  0.1207
H  2.6699  3.0277  9.0559  0.1270
H  5.1104  2.9295  9.0029  0.0846
H  5.3877  2.3452  7.2933  0.0837
H  5.7438  1.3706  8.7112  0.0860
C  0.9658  -3.1420  -0.2014  -0.0971
O  -0.3752  -3.5695  -0.2017  -0.1704
C  -0.4979  -4.9670  -0.1157  -0.2678
C  -1.8856  -5.4239  -0.3549  -0.2029
N  -2.4541  -4.9476  -1.6289  -0.0458
C  -1.8089  -5.4542  -2.8013  -0.2323
C  -2.4317  -4.7739  -3.9656  -0.2519
O  -2.3779  -3.3719  -3.8487  -0.2044
C  -2.9935  -2.7452  -4.9530  -0.1078
H  1.5409  -3.9022  -0.7815  0.0969
H  1.4301  -2.9624  0.7534  0.0634
H  0.9954  -2.1614  -0.7058  0.0751
H  -0.1891  -5.4214  0.8620  0.0979
H  0.1490  -5.4988  -0.9105  0.1305
H  -2.6330  -5.1657  0.3958  0.1199
H  -1.7751  -6.5149  -0.3647  0.1184
H  -2.3091  -3.9659  -1.7090  0.0507
H  -2.1014  -6.5366  -2.9036  0.1391
H  -0.7099  -5.4077  -2.7287  0.1159
H  -3.4935  -5.1191  -4.1518  0.1415
H  -1.9616  -5.0750  -4.9060  0.1162
H  -4.0711  -2.8653  -4.9254  0.0851
H  -2.6211  -3.0957  -5.9276  0.0886
H  -2.7431  -1.6451  -4.8849  0.0907
C  2.9285  4.3845  -6.6243  -0.0674
O  2.1468  3.1727  -6.4639  -0.2105
C  0.8579  3.2089  -7.0865  -0.2220
C  0.2205  1.9222  -6.6059  -0.2005
N  -0.2623  2.2049  -5.2437  -0.0265
C  -0.9500  1.1204  -4.5838  -0.2227
C  -1.8569  1.6865  -3.5263  -0.2122
O  -1.1149  2.4372  -2.5194  -0.2156
C  -2.0210  2.9315  -1.5350  -0.0968
H  2.6407  5.1449  -5.9304  0.0756
H  2.7602  4.7984  -7.6264  0.0872
H  3.9427  4.1063  -6.5050  0.0727
H  0.8623  3.1551  -8.1563  0.1081
H  0.2798  4.0967  -6.7777  0.1325
H  0.8860  1.1290  -6.7969  0.1065
H  -0.6273  1.7101  -7.2379  0.1109
H  0.5625  2.5427  -4.7847  0.0742
H  -0.4291  0.2865  -4.0751  0.1214
H  -1.6088  0.5952  -5.3168  0.1219
H  -2.5106  0.9397  -2.9674  0.1288
H  -2.6078  2.3592  -4.0447  0.1079
H  -2.6829  2.1512  -1.1475  0.0712
H  -2.6751  3.6658  -1.9292  0.0617
H  -1.3054  3.3911  -0.8076  0.1047

***

Density functional theory data (ωB97M-V/def2-TZVPD) for C10H18BiClIN2O2PS as an isolated structure.

Its charge is +2. The calculation puts the LUMO energy (alpha / beta) at -9.1 / -9.2 eV. The calculation puts the gap between HOMO and LUMO (alpha / beta) at 6.093 / 5.316 eV.

Last column: Löwdin charge in e.
Atoms and positions in Å:
C  -0.7921  2.2713  -1.8425  -0.0677
C  -1.2135  1.7105  -0.5272  -0.4118
H  -0.9349  3.3739  -1.8435  0.1308
H  -1.3549  1.8065  -2.6723  0.0828
H  0.2748  2.0817  -2.0397  0.0668
O  -1.4577  2.3080  0.4777  0.1192
I  -0.9579  -2.0718  1.8035  0.7229
Bi  0.3776  -0.6914  -1.0322  1.0322
P  -2.6914  -0.5452  -0.7545  0.6655
C  -3.8199  -0.4026  0.6917  -0.2704
C  -3.6615  0.4694  -1.9308  -0.2407
H  -2.6070  -2.5288  -2.1816  0.0387
H  -4.2731  -2.1620  -1.6399  0.0664
H  -3.1199  -2.9632  -0.5209  0.0367
C  -3.2214  -2.2230  -1.3245  -0.2532
H  -3.1779  0.4561  -2.9147  0.0549
H  -4.6628  0.0251  -2.0027  0.0698
H  -4.8404  -0.6399  0.3567  0.0767
H  -3.7853  0.6134  1.1011  0.0572
H  -3.7391  1.4976  -1.5578  0.0629
H  -3.5331  -1.1176  1.4739  -0.0152
C  -0.9322  0.3655  1.7679  -0.4831
O  -1.2966  0.9668  2.6826  0.1020
Cl  0.0564  -1.1258  -3.4689  -0.1177
C  5.1253  1.5057  1.0482  -0.0023
N  4.4769  0.2166  1.2910  -0.1042
C  5.0368  -0.8470  1.9962  0.0075
C  4.1136  -1.8450  2.0560  -0.0108
N  2.9872  -1.3741  1.3815  0.0727
C  3.2195  -0.1117  0.9075  -0.7078
S  2.1919  0.9599  0.0520  0.5529
H  5.2077  1.7247  -0.0227  0.1053
H  4.5907  2.3295  1.5366  0.1072
H  6.1265  1.4493  1.4692  0.1050
H  6.0369  -0.7931  2.3911  0.1437
H  4.1604  -2.8381  2.4832  0.1401
H  2.0905  -1.8515  1.3084  0.0649

***

Density functional theory data (ωB97M-V/def2-TZVPD) for one molecule with the formula C5H11NO2S.

The calculation puts the energy relative to the best compared isomer or geometry (same formula, charge and spin) at 416.2 kJ/mol. The calculation puts the LUMO energy (alpha / beta) at -0.2 / -0.6 eV. The calculation puts the gap between HOMO and LUMO (alpha / beta) at 8.230 / 8.636 eV.

Last column: Löwdin charge in e.
Atoms and positions in Å:
C  -0.1171  -0.7269  -1.1159  -0.1782
C  1.1966  -0.1004  -0.7815  -0.3050
C  -1.1911  -0.6804  0.0309  -0.8124
C  -0.6368  -1.4086  1.1986  -0.0976
C  1.7191  1.9337  0.4988  -0.1362
N  0.9246  1.2873  -0.5534  -0.0805
O  -2.6253  1.5282  -0.1724  -0.5122
O  -2.3797  -1.2141  -0.4772  -0.0270
S  -1.4521  0.9989  0.5792  1.0366
H  -0.5480  -0.0040  -1.7499  0.0969
H  -0.0146  -1.6947  -1.5163  0.1100
H  1.8064  -0.5988  0.0812  0.1354
H  1.8824  -0.0879  -1.7829  0.1762
H  -1.4529  -1.6330  1.9626  0.1101
H  0.1435  -0.8744  1.7686  0.0763
H  -0.2488  -2.4184  0.8072  0.1256
H  1.6160  1.3438  1.3872  0.0669
H  2.6986  1.9238  0.2072  0.0483
H  1.5963  2.9867  0.5855  0.0701
H  -2.9171  -0.5608  -0.9574  0.0967

***

What are the largest force on an atom values for these records? In order: 3.86; 3.90; 3.27 eV/A.